(1)
ORCA calculation (wB97M-V/def2-TZVPD) on a structure of composition C17H19ClO3 in a non-equilibrium geometry.

```
40
C17H19ClO3 | the Open Molecules 2025 dataset | wB97M-V/def2-TZVPD
C -2.63 -2.83 -0.78
H -2.63 -2.24 -1.78
O -1.40 -2.37 -0.14
C -1.42 -1.21 0.35
C -2.45 -0.41 0.02
C -2.45 0.97 0.75
C -1.37 1.27 1.61
C -0.29 0.50 1.51
C -0.39 -0.78 1.02
O 0.77 -1.64 1.42
C 1.00 -2.56 0.73
C 1.37 -2.38 -0.84
O 2.68 -1.89 -0.91
C 2.61 -0.29 -0.49
C 1.59 0.46 -1.14
C 1.55 1.81 -0.64
C 2.70 2.20 0.05
C 3.63 1.49 0.56
C 3.73 0.30 0.16
Cl 4.84 -0.79 0.94
H 4.43 1.95 0.97
H 2.57 3.52 0.36
C 0.53 2.82 -1.26
H 0.64 3.80 -0.87
H -0.43 2.56 -1.17
H 0.59 2.65 -2.41
H 0.80 -0.11 -1.61
H 0.69 -1.83 -1.31
H 1.64 -3.46 -1.12
H 1.95 -3.20 1.32
H 0.25 -3.37 0.67
H 0.58 0.71 2.07
H -1.16 2.43 1.88
C -3.54 1.90 0.44
H -3.28 2.95 0.81
H -3.72 2.28 -0.56
H -4.39 1.72 0.82
H -3.36 -0.47 -0.13
H -2.53 -3.83 -1.13
H -3.72 -2.63 -0.18
```

Summary:
- Frontier orbital gap: 0.30734 Eh
- Energy above the lowest of the compared OMol25 structures with the same formula, charge and spin: 267.1 kcal per mole
- E_tot: -1344.65631 hartree
- Maximum force: 17.23 eV/Å

Population analysis type Mulliken, resulting atomic charges in e:
1. C -0.9171
2. H 0.3531
3. O -0.3118
4. C 1.5012
5. C -1.5904
6. C 0.6897
7. C -0.7092
8. C -0.4561
9. C 0.2342
10. O -0.2792
11. C -0.5192
12. C -0.7085
13. O -0.5108
14. C 0.2396
15. C -0.4166
16. C 0.9187
17. C -0.3412
18. C -0.7685
19. C 0.4990
20. Cl -0.1972
21. H 0.5621
22. H -0.0194
23. C -1.6009
24. H 0.4179
25. H 0.3658
26. H 0.2875
27. H 0.3888
28. H 0.3983
29. H 0.3127
30. H 0.2292
31. H 0.4327
32. H 0.5711
33. H 0.1768
34. C -1.9672
35. H 0.3660
36. H 0.3964
37. H 0.6257
38. H 0.7568
39. H 0.3323
40. H 0.2579



(2)
ORCA calculation (wB97M-V/def2-TZVPD) on the molecule C3H5FN2S in a non-equilibrium geometry.

```
12
C3H5FN2S | the Open Molecules 2025 dataset | wB97M-V/def2-TZVPD
H 2.60 -1.93 1.61
N 1.94 -1.16 1.47
C 1.38 -1.21 0.35
N 0.40 -0.29 0.00
S -0.17 -0.32 -1.66
C 0.13 0.75 0.82
C -1.01 1.48 0.88
F -2.11 1.18 0.16
H 1.42 -1.91 -0.51
H -1.39 -0.94 -1.46
H 1.01 0.95 1.42
H -1.19 2.38 1.44
```

Summary:
- Frontier orbital gap: 0.33985 Eh
- Energy above the lowest of the compared OMol25 structures with the same formula, charge and spin: 34.3 kcal per mole
- E_tot: -724.81202 hartree
- SMILES string: [H]/N=C/N(S)/C=C\F
- Maximum force: 2.98 eV/Å

Population analysis type Mulliken, resulting atomic charges in e:
1. H 0.2392
2. N -0.6027
3. C 0.1345
4. N -0.1539
5. S -0.1531
6. C -0.1830
7. C -0.2264
8. F -0.2258
9. H 0.3232
10. H 0.1612
11. H 0.3506
12. H 0.3362



(3)
ORCA calculation (wB97M-V/def2-TZVPD) on the molecule C4H6O2S2 in a non-equilibrium geometry.

```
14
C4H6O2S2 | the Open Molecules 2025 dataset | wB97M-V/def2-TZVPD
C 2.57 -0.28 -0.48
O 1.50 0.72 -0.50
C 0.38 0.17 -0.06
O 0.50 -0.95 0.39
C -0.83 1.03 0.06
S -0.93 2.68 -0.28
C -1.99 0.32 0.68
S -2.93 -0.64 -0.71
H 2.92 -0.35 0.60
H 3.24 0.07 -1.30
H 2.13 -1.42 -0.71
H -2.61 1.02 1.24
H -1.68 -0.55 1.40
H -2.28 -1.83 -0.35
```

Summary:
- Frontier orbital gap: 0.27978 Eh
- Energy above the lowest of the compared OMol25 structures with the same formula, charge and spin: 62.4 kcal per mole
- E_tot: -1102.79857 hartree
- SMILES string: COC(=O)C(=S)CS
- Maximum force: 3.63 eV/Å

Population analysis type Mulliken, resulting atomic charges in e:
1. C -0.5910
2. O -0.3130
3. C 0.8522
4. O -0.5892
5. C 0.0972
6. S -0.1432
7. C -0.7321
8. S -0.1633
9. H 0.2717
10. H 0.2500
11. H 0.2570
12. H 0.3788
13. H 0.2603
14. H 0.1645



(4)
ORCA calculation (wB97M-V/def2-TZVPD) on a structure of composition C3H8OS2 in a non-equilibrium geometry.

```
14
C3H8OS2 | the Open Molecules 2025 dataset | wB97M-V/def2-TZVPD
C -0.03 0.51 -0.25
C 0.49 2.61 -1.79
C -1.01 -1.21 3.18
O -0.28 -0.26 0.66
S -0.20 2.14 -0.12
S -1.23 0.29 2.31
H 0.45 0.01 -2.44
H -0.22 3.18 -2.59
H 0.90 1.69 -2.18
H 1.31 3.32 -1.52
H -2.15 -1.62 3.31
H -0.45 -1.83 2.49
H -0.51 -1.30 4.15
H 0.73 -0.16 -3.17
```

Summary:
- Frontier orbital gap (spin up / spin down): 0.27216 / 0.27199 Eh
- Energy above the lowest of the compared OMol25 structures with the same formula, charge and spin: 112.5 kcal per mole
- E_tot: -990.53129 hartree
- Maximum force: 3.69 eV/Å

Population analysis type Mulliken, resulting atomic charges in e:
1. C 0.2196
2. C -0.5103
3. C -0.6423
4. O -0.3615
5. S -0.0821
6. S -0.0434
7. H -0.1751
8. H 0.2433
9. H 0.1254
10. H 0.2649
11. H 0.2190
12. H 0.2233
13. H 0.3106
14. H 0.2085



(5)
ORCA calculation (wB97M-V/def2-TZVPD) on a structure of composition C31H45F5InN6O3SSi in a non-equilibrium geometry.

```
93
C31H45F5InN6O3SSi | the Open Molecules 2025 dataset | wB97M-V/def2-TZVPD
In 0.61 0.74 0.01
C -2.64 1.94 -2.58
C -1.54 1.34 -3.48
N -0.44 0.69 -2.76
C 0.61 0.27 -3.66
C 1.70 -0.50 -2.91
N 2.16 0.20 -1.71
C 3.22 1.21 -1.86
C 2.84 2.54 -2.53
C 1.54 3.16 -2.04
N 1.31 2.96 -0.60
C 0.31 3.87 -0.04
C -1.06 3.55 -0.64
N -1.40 2.15 -0.38
C -2.58 1.61 -1.10
H -3.61 1.59 -2.95
H -2.66 3.02 -2.70
H -1.11 2.13 -4.10
H -1.99 0.63 -4.18
H -0.80 -0.15 -2.30
H 1.04 1.15 -4.15
H 0.23 -0.38 -4.47
H 2.53 -0.69 -3.59
H 1.27 -1.45 -2.60
H 2.57 -0.48 -1.07
H 4.06 0.78 -2.41
H 3.56 1.41 -0.85
H 2.78 2.43 -3.61
H 3.68 3.22 -2.33
H 0.71 2.68 -2.55
H 1.54 4.22 -2.28
H 2.18 3.04 -0.08
H 0.56 4.92 -0.24
H 0.28 3.73 1.04
H -1.02 3.72 -1.72
H -1.80 4.23 -0.22
H -1.60 2.08 0.61
H -3.49 2.02 -0.64
H -2.59 0.53 -0.95
O -4.13 -5.76 -1.48
C -4.19 -4.82 -2.52
C -3.18 -3.73 -2.27
C -2.94 -2.74 -3.22
C -2.00 -1.78 -2.91
N -1.29 -1.74 -1.78
C -1.50 -2.70 -0.88
C -2.46 -3.69 -1.09
C -0.63 -2.71 0.33
C -0.65 -3.82 1.17
C 0.18 -3.90 2.28
C 0.13 -5.11 3.17
O 0.12 -6.32 2.44
C 1.06 -2.85 2.49
C 1.02 -1.77 1.62
N 0.19 -1.68 0.58
H -4.78 -6.45 -1.64
H -5.19 -4.36 -2.59
H -3.97 -5.27 -3.49
H -3.46 -2.72 -4.16
H -1.80 -1.00 -3.64
H -2.67 -4.46 -0.36
H -1.29 -4.66 0.97
H -0.81 -5.10 3.72
H 0.94 -5.07 3.90
H 1.01 -6.49 2.09
H 1.76 -2.85 3.32
H 1.71 -0.95 1.77
F -5.03 1.48 4.87
C -3.83 1.49 4.30
C -3.61 0.78 3.13
F -4.60 0.12 2.55
C -2.34 0.77 2.58
F -2.13 0.02 1.47
C -1.28 1.49 3.11
S 0.33 1.48 2.45
C -1.55 2.23 4.27
F -0.57 2.95 4.81
C -2.79 2.22 4.87
F -3.00 2.90 5.98
C 3.73 2.90 2.23
Si 3.74 1.02 1.96
C 5.46 0.57 1.31
C 3.53 0.16 3.64
O 2.66 0.54 0.86
H 4.49 3.18 2.97
H 2.77 3.24 2.62
H 3.95 3.46 1.32
H 6.20 0.72 2.10
H 5.76 1.19 0.46
H 5.50 -0.47 0.99
H 3.92 0.79 4.44
H 4.08 -0.78 3.66
H 2.49 -0.05 3.87
```

Summary:
- Net charge: +1
- Frontier orbital gap: 0.27631 Eh
- Energy above the lowest of the compared OMol25 structures with the same formula, charge and spin: 18.9 kcal per mole
- E_tot: -3139.55825 hartree
- Maximum force: 1.30 eV/Å

Population analysis type Mulliken, resulting atomic charges in e:
1. In 2.7724
2. C -1.3771
3. C -0.7330
4. N 0.9172
5. C -0.8764
6. C -1.0896
7. N 0.0942
8. C -0.3283
9. C -1.2989
10. C 0.0772
11. N 0.0013
12. C -1.1385
13. C -0.9273
14. N 0.0467
15. C -0.7299
16. H 0.5203
17. H 0.3110
18. H 0.5254
19. H 0.6856
20. H -0.6370
21. H 0.5573
22. H 0.5540
23. H 0.4314
24. H 0.3388
25. H 0.2824
26. H 0.6078
27. H -0.3590
28. H 0.4056
29. H 0.4795
30. H -0.2005
31. H 0.4731
32. H -0.1208
33. H 0.6827
34. H 0.1658
35. H 0.6537
36. H 0.3967
37. H -0.0209
38. H 0.6605
39. H 0.1848
40. O -0.5005
41. C -0.5469
42. C 0.1414
43. C -1.6144
44. C -0.2298
45. N 0.1002
46. C 0.5718
47. C -0.5752
48. C 0.4729
49. C -0.9862
50. C 0.7120
51. C -0.7795
52. O -0.4993
53. C -1.5219
54. C -0.2181
55. N 0.2131
56. H 0.3202
57. H 0.3295
58. H 0.3333
59. H 0.5101
60. H 0.1721
61. H 0.6215
62. H 0.5566
63. H 0.2899
64. H 0.3736
65. H 0.3214
66. H 0.4977
67. H 0.2249
68. F -0.2955
69. C 0.6702
70. C -0.4620
71. F -0.2979
72. C -0.8753
73. F 0.0849
74. C 1.1007
75. S -0.2617
76. C -0.0154
77. F -0.2960
78. C 0.2389
79. F -0.2792
80. C -1.2001
81. Si 0.6419
82. C -1.3736
83. C -1.1836
84. O -0.5907
85. H 0.5011
86. H 0.2845
87. H 0.2759
88. H 0.3673
89. H 0.3193
90. H 0.3278
91. H 0.4401
92. H 0.3320
93. H 0.2678



(6)
ORCA calculation (wB97M-V/def2-TZVPD) on a cluster of 9 separate species, C48H123N9O15 in total in a non-equilibrium geometry.

```
195
C48H123N9O15 | the Open Molecules 2025 dataset | wB97M-V/def2-TZVPD
C 3.78 -6.86 -11.57
O 3.22 -5.67 -11.10
C 3.23 -5.41 -9.73
C 4.53 -4.60 -9.39
C 4.64 -4.37 -7.88
N 4.72 -3.41 -10.19
H 4.85 -7.00 -11.40
H 3.90 -6.62 -12.63
H 3.12 -7.67 -11.25
H 2.36 -4.81 -9.48
H 3.24 -6.40 -9.27
H 5.45 -5.11 -9.68
H 5.44 -4.97 -7.43
H 3.74 -4.80 -7.44
H 4.70 -3.34 -7.55
H 4.52 -3.81 -11.10
H 3.94 -2.80 -9.96
C -1.14 2.32 -15.31
O 0.10 1.97 -14.69
C 0.24 0.58 -14.30
C 0.11 0.47 -12.76
C -1.19 0.97 -12.19
N 1.17 1.30 -12.20
H -0.95 3.35 -15.61
H -2.01 2.34 -14.67
H -1.35 1.66 -16.16
H -0.45 -0.10 -14.82
H 1.27 0.40 -14.59
H 0.18 -0.56 -12.40
H -1.20 1.08 -11.11
H -2.05 0.35 -12.45
H -1.37 1.99 -12.53
H 1.12 2.07 -12.86
H 2.03 0.91 -12.55
C -0.49 -0.94 -4.17
O 0.28 -1.03 -2.96
C 0.39 0.32 -2.40
C 0.62 0.20 -0.85
C 0.59 1.63 -0.03
N 2.04 0.01 -0.59
H -0.77 -1.91 -4.59
H 0.11 -0.37 -4.87
H -1.40 -0.34 -4.08
H 1.20 0.83 -2.93
H -0.50 0.88 -2.67
H 0.00 -0.56 -0.37
H 1.22 2.41 -0.46
H 0.79 1.52 1.03
H -0.46 1.90 -0.19
H 2.10 -0.98 -0.75
H 2.44 0.36 -1.45
C -1.12 8.30 -4.27
O -1.84 7.93 -5.50
C -1.39 8.54 -6.65
C -2.05 7.98 -7.92
N -3.48 8.40 -7.82
C -4.44 7.79 -8.72
C -4.36 8.55 -10.13
O -5.56 8.45 -10.92
C -6.51 9.31 -10.28
H -1.46 7.62 -3.49
H -1.27 9.31 -3.91
H -0.03 8.17 -4.24
H -0.35 8.25 -6.58
H -1.50 9.62 -6.56
H -2.02 6.90 -8.01
H -1.56 8.32 -8.84
H -3.81 8.20 -6.88
H -5.48 7.83 -8.39
H -4.19 6.73 -8.75
H -3.52 8.05 -10.62
H -4.01 9.55 -9.86
H -7.36 9.43 -10.95
H -6.12 10.30 -10.03
H -6.97 8.79 -9.44
C -0.33 -10.56 3.83
O 0.14 -9.68 2.78
C -0.36 -8.38 2.89
C -0.13 -7.50 1.58
N 1.27 -7.65 1.30
C 1.82 -6.98 0.15
C 3.25 -7.15 -0.05
O 3.61 -8.44 -0.60
C 4.99 -8.68 -0.97
H -1.34 -10.69 3.44
H -0.30 -10.12 4.82
H 0.19 -11.52 3.85
H 0.08 -7.93 3.78
H -1.37 -8.30 3.28
H -0.22 -6.44 1.84
H -0.79 -7.85 0.79
H 1.49 -8.63 1.39
H 1.67 -5.91 0.26
H 1.19 -7.29 -0.69
H 3.63 -7.09 0.97
H 3.64 -6.32 -0.64
H 4.88 -9.64 -1.49
H 5.60 -8.68 -0.08
H 5.55 -7.90 -1.49
C 2.79 3.63 9.23
O 3.73 2.80 9.80
C 4.20 3.08 11.12
C 4.82 1.83 11.83
N 6.01 1.41 11.12
C 6.61 0.17 11.66
C 7.11 0.21 13.16
O 8.35 0.91 13.41
C 8.50 2.25 12.94
H 1.84 3.54 9.75
H 2.74 3.40 8.17
H 2.94 4.71 9.28
H 3.46 3.51 11.79
H 4.98 3.83 11.01
H 4.02 1.09 11.78
H 5.03 2.02 12.88
H 5.70 1.24 10.17
H 7.41 -0.30 11.08
H 5.84 -0.60 11.68
H 7.12 -0.82 13.52
H 6.35 0.60 13.84
H 7.69 2.87 13.31
H 8.62 2.29 11.86
H 9.42 2.55 13.44
C 6.46 -2.57 4.62
O 5.69 -3.19 5.67
C 6.21 -4.40 6.23
C 6.45 -5.51 5.15
N 7.43 -6.52 5.58
C 7.38 -7.66 4.63
C 8.40 -8.80 4.85
O 8.17 -9.51 6.03
C 9.33 -10.24 6.45
H 7.46 -2.34 4.99
H 6.09 -1.58 4.40
H 6.63 -2.90 3.60
H 5.48 -4.71 6.97
H 7.10 -4.01 6.73
H 6.95 -5.06 4.30
H 5.55 -5.97 4.73
H 8.30 -6.01 5.52
H 7.48 -7.36 3.58
H 6.38 -8.08 4.77
H 9.42 -8.41 4.76
H 8.30 -9.58 4.09
H 9.78 -10.81 5.64
H 9.05 -10.91 7.26
H 10.04 -9.56 6.93
C -7.88 -0.57 4.99
O -7.56 -1.32 3.80
C -6.18 -1.24 3.49
C -6.03 -1.43 1.97
N -6.49 -0.24 1.25
C -6.28 -0.31 -0.20
C -6.43 1.05 -0.81
O -6.17 0.85 -2.17
C -7.27 0.33 -2.99
H -8.94 -0.77 5.14
H -7.78 0.51 4.84
H -7.40 -0.89 5.91
H -5.58 -1.99 4.00
H -5.74 -0.29 3.80
H -6.59 -2.31 1.66
H -5.03 -1.72 1.65
H -7.49 -0.11 1.34
H -6.95 -1.10 -0.57
H -5.35 -0.85 -0.37
H -5.63 1.68 -0.42
H -7.48 1.31 -0.68
H -7.98 1.13 -3.21
H -7.92 -0.36 -2.44
H -6.94 -0.14 -3.91
C -5.40 5.25 6.19
O -5.23 6.53 6.77
C -5.31 7.61 5.81
C -6.65 8.04 5.27
N -7.50 8.69 6.23
C -7.82 7.83 7.39
C -9.08 8.26 8.22
O -10.37 7.50 8.01
C -10.92 7.41 6.77
H -5.07 5.37 5.16
H -6.43 4.99 5.98
H -4.82 4.52 6.75
H -4.58 7.50 5.02
H -5.00 8.51 6.34
H -7.25 7.24 4.82
H -6.46 8.81 4.52
H -7.09 9.60 6.39
H -6.98 7.63 8.05
H -8.02 6.88 6.91
H -9.36 9.29 8.01
H -8.88 8.29 9.29
H -10.23 7.39 5.92
H -11.57 8.25 6.58
H -11.52 6.51 6.64
```

Summary:
- Frontier orbital gap: 0.32284 Eh
- Energy above the lowest of the compared OMol25 structures with the same formula, charge and spin: 215.2 kcal per mole
- E_tot: -3523.36211 hartree
- SMILES string: COC[C@H](C)N.COC[C@H](C)N.COC[C@H](C)N.COCCNCCOC.COCCNCCOC.COCCNCCOC.COCCNCCOC.COCCNCCOC.COCCNCCOC
- Maximum force: 4.50 eV/Å

Mulliken atomic charge list, values in e, 99 entries:
1. C -0.7471
2. O -0.3611
3. C -0.7340
4. C 0.3987
5. C -1.2076
6. N -0.7114
7. H 0.2864
8. H 0.2756
9. H 0.3347
10. H 0.3692
11. H 0.3821
12. H 0.2123
13. H 0.2745
14. H 0.3234
15. H 0.3449
16. H 0.3210
17. H 0.2387
18. C -0.6999
19. O -0.3649
20. C -0.8104
21. C 0.5851
22. C -1.4504
23. N -0.8285
24. H 0.2374
25. H 0.2856
26. H 0.3056
27. H 0.4240
28. H 0.3453
29. H 0.3777
30. H 0.3710
31. H 0.3554
32. H 0.2386
33. H 0.3594
34. H 0.2688
35. C -0.7313
36. O -0.2916
37. C -0.6083
38. C 0.0488
39. C -1.2027
40. N -0.7180
41. H 0.2718
42. H 0.3159
43. H 0.2899
44. H 0.3040
45. H 0.3458
46. H 0.4016
47. H 0.2603
48. H 0.3862
49. H 0.3552
50. H 0.2981
51. H 0.2752
52. C -0.7878
53. O -0.3269
54. C -0.5157
55. C -0.6096
56. N -0.4090
57. C -0.4625
58. C -0.5806
59. O -0.3848
60. C -0.7555
61. H 0.2665
62. H 0.3159
63. H 0.3166
64. H 0.4211
65. H 0.3067
66. H 0.3570
67. H 0.3336
68. H 0.2367
69. H 0.3502
70. H 0.3479
71. H 0.3232
72. H 0.3865
73. H 0.2699
74. H 0.3209
75. H 0.2800
76. C -0.7337
77. O -0.3581
78. C -0.6690
79. C -0.6396
80. N -0.2326
81. C -0.6472
82. C -0.5268
83. O -0.2971
84. C -0.6891
85. H 0.3173
86. H 0.2939
87. H 0.2304
88. H 0.3471
89. H 0.5151
90. H 0.3401
91. H 0.3114
92. H 0.2492
93. H 0.3529
94. H 0.3888
95. H 0.2333
96. H 0.4301
97. H 0.2333
98. H 0.2569
99. H 0.2950